Here is 15 unconnected molecules or ions with the total composition C32H59BrF2IN4O22 in a non-equilibrium geometry from the Open Molecules 2025 dataset. Energies are from ωB97M-V/def2-TZVPD.

Values from the calculation:
E_LUMO: -3.97 eV
HOMO-LUMO gap: 6.62 eV
HOMO level: -10.59 eV

```
! RIJCOSX wB97M-V def2-TZVPD def2/J DEFGRID3
* xyz 1 1
C 4.765 -0.856 1.842
C 3.409 -1.627 1.236
N 2.327 -0.657 1.164
C 1.213 -0.812 0.150
C 2.116 -0.555 -1.242
C 1.360 -0.118 -2.591
O 1.421 1.207 -2.919
F 0.752 -0.947 -3.655
N 0.211 0.348 0.386
C 0.299 1.063 1.711
C -0.389 2.603 1.701
C 0.005 3.763 0.601
C -0.739 5.250 0.696
C -1.856 5.650 1.858
C -2.216 4.507 2.979
C -3.309 4.684 4.214
C -1.479 3.048 2.865
C -1.197 0.107 -0.110
Br -2.600 0.033 1.396
C -1.816 1.397 -0.992
O -1.414 1.787 -2.195
N -2.858 2.367 -0.385
C -4.178 2.298 -1.099
O -4.428 2.527 -2.389
F -5.387 1.988 -0.247
C -1.509 -1.292 -0.885
O -2.743 -1.980 -0.356
O -1.871 -1.129 -2.335
C -3.253 -1.474 -2.621
O -4.263 -0.561 -2.533
C -3.789 -2.944 -3.218
C -4.228 -4.204 -2.268
C -4.813 -5.635 -2.890
C -4.975 -5.783 -4.530
C -4.517 -4.554 -5.538
C -3.941 -3.154 -4.870
O -0.503 -2.308 -0.894
C 0.506 -2.286 0.179
C -0.178 -2.839 1.521
C 0.524 -2.729 2.966
O 1.016 -1.698 3.635
I 0.617 -4.596 4.209
C 1.414 -3.571 -0.403
C 1.461 -3.932 -2.041
C 2.365 -5.238 -2.403
C 3.179 -6.140 -1.325
N 3.088 -5.811 0.121
C 2.269 -4.629 0.491
H 5.165 -0.026 1.117
H 5.559 -1.688 2.076
H 4.464 -0.383 2.888
H 3.747 -2.210 0.288
H 3.151 -2.452 2.059
H 2.846 0.268 1.058
H 2.956 0.281 -1.068
H 2.781 -1.506 -1.524
H 0.581 1.099 -0.280
H -0.034 0.448 2.649
H 1.379 1.478 2.011
H 0.799 3.558 -0.251
H -0.507 6.103 -0.104
H -2.406 6.687 1.911
H -2.819 5.070 5.218
H -4.269 5.273 3.895
H -3.678 3.575 4.461
H -1.736 2.213 3.672
H -2.457 3.317 -0.645
H -2.525 -2.961 -0.269
H -4.164 -4.137 -1.101
H -5.136 -6.492 -2.141
H -5.427 -6.794 -4.919
H -4.664 -4.726 -6.699
H -3.658 -2.299 -5.654
H -1.311 -2.507 1.716
H -0.323 -4.016 1.330
H 0.876 -3.345 -2.858
H 2.435 -5.550 -3.544
H 3.837 -7.058 -1.682
H 2.278 -4.409 1.667
O 2.167 4.612 2.766
H 1.525 4.822 2.072
H 2.828 5.318 2.694
O 1.644 -3.146 -5.469
H 1.051 -2.492 -5.069
H 2.025 -2.681 -6.230
O 2.425 -4.856 -8.013
H 2.963 -5.628 -7.778
H 2.032 -4.580 -7.171
O -1.370 3.226 -5.031
H -1.559 2.708 -4.234
H -1.351 2.566 -5.740
O 5.367 1.871 2.076
H 4.797 2.235 2.770
H 6.256 2.168 2.323
O -1.129 -0.045 -5.893
H -0.596 -0.051 -5.084
H -0.755 0.683 -6.413
O -2.975 5.207 7.205
H -2.437 4.436 7.440
H -3.368 5.484 8.047
O 4.767 2.974 4.583
H 4.197 3.338 5.277
H 5.656 3.271 4.831
O -2.052 -2.927 6.162
H -1.387 -2.847 5.461
H -1.741 -3.674 6.695
O -5.333 3.412 6.891
H -5.975 3.621 6.196
H -4.672 4.117 6.818
O 6.796 4.689 5.591
H 6.972 5.635 5.479
H 7.305 4.448 6.380
O 0.419 -7.137 -7.768
H -0.224 -6.928 -8.462
H 1.079 -6.432 -7.840
O 5.882 5.072 1.620
H 5.692 4.554 2.417
H 5.900 4.412 0.911
O -3.232 7.287 -0.043
H -4.187 7.167 0.065
H -3.008 6.717 -0.794
*
```

---

Here is a gas-phase ion, HO5S2 (charge -1) in a non-equilibrium geometry from the Open Molecules 2025 dataset. Energies are from ωB97M-V/def2-TZVPD.

Values from the calculation:
ΔE to the lowest compared entry with this formula, charge and spin: 0.681 eV
E_LUMO: 3.67 eV
HOMO-LUMO gap: 8.98 eV
HOMO level: -5.31 eV

```
! RIJCOSX wB97M-V def2-TZVPD def2/J DEFGRID3
* xyz -1 1
O 0.606 0.872 0.021
O 0.441 -1.785 0.157
O -1.885 -0.290 -0.159
O 2.644 -0.792 0.419
O -1.212 2.449 -0.439
S 1.422 -0.837 -0.378
S -0.798 1.359 0.412
H -1.218 -0.976 -0.034
*
```

---

Here is 2 unconnected molecules or ions with the total composition C4H6N3P in a non-equilibrium geometry from the Open Molecules 2025 dataset. Energies are from ωB97M-V/def2-TZVPD.

Values from the calculation:
ΔE to the lowest compared entry with this formula, charge and spin: 3.015 eV
E_LUMO (spin up / spin down): -1.21 / -1.63 eV
HOMO-LUMO gap (spin up / spin down): 7.74 / 8.30 eV
HOMO level (spin up / spin down): -8.95 / -9.93 eV

```
! RIJCOSX wB97M-V def2-TZVPD def2/J DEFGRID3
* xyz 0 1
C -2.066 -0.391 0.043
C 1.170 1.521 -0.130
C -0.861 0.151 0.012
C 0.337 -0.465 -0.705
N -3.166 -0.778 0.224
N 1.429 0.350 -0.498
N 0.497 -1.919 -0.482
P -0.645 1.943 0.038
H 1.933 2.171 0.223
H 0.040 -0.061 2.072
H 0.007 -0.284 -1.820
H 1.333 -2.251 -0.885
H 0.575 -2.210 0.502
H -0.584 2.223 1.405
*
```

---

Here is a molecular structure, C26H42BClNO24S2 from the Open Molecules 2025 dataset. Energies are from ωB97M-V/def2-TZVPD.

Values from the calculation:
ΔE to the lowest compared entry with this formula, charge and spin: 0.000 eV
E_LUMO: 1.49 eV
HOMO-LUMO gap: 7.60 eV
HOMO level: -6.11 eV

```
! RIJCOSX wB97M-V def2-TZVPD def2/J DEFGRID3
* xyz -1 1
C 0.016 -3.258 -5.015
C -0.752 -2.355 -4.068
O -1.542 -1.413 -4.810
B -2.847 -1.621 -5.073
O -3.382 -1.510 -6.326
S -4.058 -1.890 -3.602
O -3.416 -1.226 -2.471
O -5.336 -1.329 -4.004
N -4.138 -3.450 -3.175
S -4.773 -4.521 -4.125
O -5.677 -4.056 -5.134
O -5.109 -5.697 -3.378
Cl -3.107 -5.157 -5.265
H -0.671 -3.886 -5.583
H 0.691 -3.891 -4.437
H 0.578 -2.650 -5.726
H -0.038 -1.803 -3.465
H -1.367 -2.945 -3.382
H -4.020 -0.793 -6.408
C 2.743 1.074 -0.011
C 3.139 0.818 -1.440
C 2.436 1.675 -2.470
O 2.418 0.813 -3.624
C 2.416 -0.461 -3.168
O 2.157 -1.424 -3.818
O 2.703 -0.493 -1.850
H 3.138 0.292 0.638
H 3.116 2.041 0.328
H 1.660 1.070 0.084
H 4.225 0.860 -1.578
H 2.943 2.607 -2.706
H 1.406 1.877 -2.181
C 1.569 -0.308 6.633
C 1.287 -0.693 5.206
C 2.470 -1.137 4.370
O 2.033 -0.778 3.048
C 1.160 0.248 3.156
O 0.724 0.866 2.238
O 0.831 0.451 4.451
H 0.687 0.154 7.074
H 1.828 -1.192 7.212
H 2.388 0.414 6.679
H 0.497 -1.447 5.169
H 2.676 -2.199 4.413
H 3.377 -0.575 4.608
C -2.993 -4.182 3.023
C -3.015 -3.933 4.507
C -3.455 -2.551 4.946
O -2.753 -2.390 6.189
C -1.639 -3.156 6.134
O -0.735 -3.099 6.907
O -1.682 -3.974 5.062
H -2.510 -5.133 2.804
H -4.010 -4.213 2.633
H -2.442 -3.398 2.503
H -3.601 -4.698 5.024
H -4.524 -2.454 5.111
H -3.113 -1.779 4.253
C -2.677 2.247 -3.472
C -2.209 2.702 -2.122
C -2.604 4.112 -1.737
O -1.552 4.503 -0.845
C -0.453 3.786 -1.174
O 0.637 3.990 -0.737
O -0.761 2.823 -2.063
H -2.227 1.291 -3.739
H -3.760 2.118 -3.466
H -2.404 2.972 -4.241
H -2.508 1.990 -1.350
H -3.562 4.180 -1.228
H -2.592 4.782 -2.602
C 7.054 -1.043 9.377
C 6.674 -1.710 8.083
C 6.587 -0.809 6.867
O 5.617 -1.485 6.062
C 4.814 -2.198 6.890
O 3.802 -2.723 6.557
O 5.325 -2.213 8.141
H 6.928 -1.733 10.211
H 8.098 -0.728 9.342
H 6.426 -0.171 9.562
H 7.329 -2.561 7.876
H 7.519 -0.708 6.317
H 6.198 0.180 7.124
C -0.962 5.966 -5.705
C -1.515 5.336 -6.957
C -2.618 6.100 -7.661
O -3.351 5.051 -8.297
C -3.169 3.914 -7.571
O -3.780 2.911 -7.722
O -2.192 4.108 -6.651
H -0.304 5.268 -5.189
H -0.392 6.861 -5.955
H -1.769 6.238 -5.023
H -0.709 5.099 -7.658
H -2.265 6.809 -8.405
H -3.276 6.605 -6.949
*
```